w.
Molecular formula: C26H78O13
Method: DFT, ωB97M-V/def2-TZVPD

Geometry (Å):
1 C 1.962 -4.172 16.177
2 C 2.947 -5.334 16.057
3 O 3.517 -5.479 17.305
4 H 2.400 -3.369 16.770
5 H 1.058 -4.579 16.631
6 H 1.736 -3.749 15.198
7 H 3.760 -5.063 15.384
8 H 2.466 -6.268 15.763
9 H 4.476 -5.457 17.305
10 C 10.008 -12.524 19.591
11 C 9.240 -12.681 18.324
12 O 9.591 -13.840 17.599
13 H 9.997 -13.424 20.205
14 H 9.670 -11.803 20.336
15 H 11.052 -12.254 19.432
16 H 9.339 -11.780 17.719
17 H 8.171 -12.735 18.532
18 H 10.452 -13.682 17.203
19 C 12.435 -3.547 12.503
20 C 11.342 -4.662 12.228
21 O 11.896 -5.959 12.314
22 H 12.936 -3.274 11.575
23 H 13.071 -3.973 13.280
24 H 11.875 -2.639 12.728
25 H 10.865 -4.597 11.250
26 H 10.656 -4.557 13.068
27 H 12.184 -6.003 13.229
28 C 14.874 -11.774 12.700
29 C 13.360 -12.327 12.710
30 O 12.813 -12.030 14.049
31 H 15.085 -10.709 12.794
32 H 15.370 -12.096 11.784
33 H 15.486 -12.236 13.475
34 H 13.374 -13.403 12.538
35 H 12.919 -11.840 11.840
36 H 11.872 -11.907 13.906
37 C 8.081 -7.521 19.411
38 C 8.712 -6.405 18.594
39 O 7.801 -5.710 17.841
40 H 7.707 -8.285 18.730
41 H 7.250 -7.160 20.017
42 H 8.824 -7.976 20.066
43 H 9.462 -6.741 17.878
44 H 9.130 -5.610 19.211
45 H 8.166 -4.984 17.330
46 C 8.592 -15.853 11.125
47 C 8.864 -15.162 12.502
48 O 8.630 -16.065 13.590
49 H 9.340 -16.624 11.309
50 H 8.712 -15.291 10.198
51 H 7.604 -16.299 11.237
52 H 8.288 -14.238 12.478
53 H 9.918 -14.905 12.609
54 H 8.685 -15.602 14.430
55 C 3.019 -11.729 19.579
56 C 2.968 -10.494 18.714
57 O 2.881 -9.458 19.667
58 H 2.093 -11.771 20.152
59 H 3.788 -11.682 20.350
60 H 3.056 -12.571 18.888
61 H 2.129 -10.442 18.020
62 H 3.797 -10.464 18.007
63 H 3.041 -8.625 19.217
64 C 6.676 -9.801 14.184
65 C 7.885 -8.953 13.859
66 O 9.110 -9.679 13.798
67 H 6.936 -10.404 15.054
68 H 6.308 -10.521 13.452
69 H 5.886 -9.097 14.444
70 H 7.903 -8.156 14.602
71 H 7.715 -8.344 12.971
72 H 9.791 -9.007 13.720
73 C 1.187 -10.379 11.699
74 C 1.778 -11.738 11.522
75 O 0.778 -12.603 10.973
76 H 0.492 -10.247 12.529
77 H 0.594 -10.132 10.818
78 H 2.022 -9.715 11.923
79 H 2.093 -12.081 12.508
80 H 2.714 -11.799 10.966
81 H 0.049 -12.594 11.598
82 C 5.475 -2.337 12.394
83 C 5.807 -3.446 11.408
84 O 4.815 -4.457 11.602
85 H 5.847 -2.458 13.412
86 H 4.394 -2.225 12.485
87 H 5.849 -1.422 11.935
88 H 6.694 -4.022 11.672
89 H 5.829 -3.064 10.387
90 H 4.046 -4.239 11.070
91 C 14.441 -6.786 17.526
92 C 14.461 -8.176 16.826
93 O 13.291 -8.299 15.957
94 H 15.046 -6.005 17.064
95 H 14.673 -6.917 18.583
96 H 13.422 -6.424 17.665
97 H 14.359 -8.951 17.585
98 H 15.383 -8.270 16.252
99 H 13.278 -9.222 15.694
100 C 2.655 -15.277 15.238
101 C 4.177 -15.403 15.070
102 O 4.736 -15.032 16.367
103 H 2.339 -14.251 15.430
104 H 2.261 -15.790 16.115
105 H 2.077 -15.588 14.368
106 H 4.500 -14.677 14.323
107 H 4.576 -16.397 14.872
108 H 5.667 -15.260 16.405
109 C 5.880 -7.384 6.796
110 C 4.926 -7.255 7.984
111 O 5.587 -7.695 9.194
112 H 6.499 -6.494 6.903
113 H 5.511 -7.323 5.772
114 H 6.482 -8.288 6.889
115 H 4.092 -7.894 7.694
116 H 4.629 -6.208 7.919
117 H 5.355 -7.071 9.885

Values from the calculation:
M   598.9 g mol⁻¹
HOMO-LUMO gap   10.0 eV
HOMO level   -9.97 eV

x.
Molecular formula: C26H78O13
Method: DFT, ωB97M-V/def2-TZVPD

Geometry (Å):
1 C -2.448 -4.175 3.433
2 C -2.304 -2.753 3.890
3 O -1.341 -2.626 4.894
4 H -1.465 -4.617 3.268
5 H -2.953 -4.188 2.467
6 H -2.937 -4.794 4.186
7 H -3.231 -2.420 4.358
8 H -2.100 -2.078 3.059
9 H -1.814 -2.797 5.712
10 C 6.087 7.530 -2.966
11 C 5.720 6.056 -3.069
12 O 6.648 5.324 -2.290
13 H 5.343 8.153 -3.462
14 H 6.978 7.706 -3.569
15 H 6.099 7.858 -1.927
16 H 5.721 5.640 -4.077
17 H 4.713 5.920 -2.674
18 H 6.292 4.437 -2.199
19 C -7.955 -1.564 2.770
20 C -7.505 -2.628 1.743
21 O -6.517 -2.027 0.917
22 H -8.497 -0.761 2.271
23 H -7.212 -1.069 3.395
24 H -8.585 -2.093 3.485
25 H -8.367 -3.045 1.222
26 H -7.086 -3.480 2.279
27 H -6.184 -2.731 0.355
28 C 3.116 7.700 1.563
29 C 3.235 6.227 1.757
30 O 2.208 5.669 1.071
31 H 2.211 8.195 1.917
32 H 3.153 7.951 0.503
33 H 3.941 8.204 2.066
34 H 3.272 5.906 2.798
35 H 4.196 5.864 1.391
36 H 1.422 6.078 1.441
37 C 1.503 -2.768 -6.828
38 C 0.940 -2.841 -8.228
39 O 1.521 -2.046 -9.239
40 H 1.509 -1.755 -6.426
41 H 2.571 -2.968 -6.733
42 H 0.957 -3.433 -6.159
43 H -0.126 -2.623 -8.161
44 H 0.955 -3.873 -8.579
45 H 1.111 -2.302 -10.069
46 C -4.173 -0.511 -4.696
47 C -4.918 -1.270 -5.768
48 O -4.640 -2.620 -5.706
49 H -4.358 -0.887 -3.690
50 H -4.381 0.558 -4.726
51 H -3.099 -0.609 -4.856
52 H -4.625 -0.909 -6.754
53 H -5.980 -1.046 -5.667
54 H -5.067 -3.041 -6.456
55 C 4.649 0.650 3.763
56 C 3.302 0.004 3.473
57 O 3.040 -0.757 4.601
58 H 4.573 1.268 4.658
59 H 4.932 1.342 2.971
60 H 5.409 -0.112 3.938
61 H 3.254 -0.469 2.492
62 H 2.544 0.782 3.391
63 H 2.138 -1.080 4.538
64 C -5.653 4.111 2.192
65 C -4.871 2.810 2.065
66 O -5.248 2.170 0.852
67 H -5.417 4.843 1.420
68 H -5.569 4.683 3.116
69 H -6.721 3.920 2.092
70 H -5.091 2.173 2.922
71 H -3.785 2.891 2.115
72 H -5.240 1.214 0.937
73 C -0.355 -0.404 -0.697
74 C -0.289 1.095 -0.448
75 O 0.990 1.578 -0.910
76 H -0.167 -0.614 -1.750
77 H -1.275 -0.888 -0.370
78 H 0.403 -0.919 -0.108
79 H -0.474 1.380 0.588
80 H -1.105 1.608 -0.957
81 H 1.107 2.447 -0.519
82 C -0.216 3.761 5.592
83 C -1.612 3.882 6.201
84 O -2.190 5.033 5.619
85 H 0.433 3.089 6.153
86 H 0.311 4.715 5.617
87 H -0.184 3.435 4.553
88 H -1.652 4.142 7.258
89 H -2.300 3.039 6.130
90 H -2.938 5.203 6.196
91 C -1.977 -5.826 -2.070
92 C -3.468 -6.018 -1.910
93 O -4.183 -4.810 -2.153
94 H -1.405 -6.691 -1.733
95 H -1.643 -4.978 -1.472
96 H -1.790 -5.607 -3.122
97 H -3.614 -6.349 -0.882
98 H -3.882 -6.836 -2.499
99 H -4.193 -4.675 -3.103
100 C 4.314 -5.471 1.139
101 C 2.979 -5.990 0.571
102 O 3.149 -7.361 0.147
103 H 5.109 -5.676 0.421
104 H 4.561 -5.862 2.126
105 H 4.356 -4.389 1.259
106 H 2.777 -5.327 -0.269
107 H 2.135 -5.874 1.251
108 H 3.191 -7.899 0.941
109 C 7.332 -0.368 -0.946
110 C 5.890 -0.452 -1.527
111 O 5.507 0.826 -1.877
112 H 7.631 -1.342 -0.557
113 H 7.348 0.341 -0.119
114 H 8.061 -0.036 -1.685
115 H 5.153 -0.765 -0.788
116 H 5.802 -1.110 -2.391
117 H 4.573 0.892 -1.669

Values from the calculation:
M   598.9 g mol⁻¹
HOMO-LUMO gap   10.1 eV
HOMO level   -9.93 eV

y.
Molecular formula: C26H78O13
Method: DFT, ωB97M-V/def2-TZVPD

Geometry (Å):
1 C 3.756 1.399 1.621
2 C 3.546 2.800 2.130
3 O 3.763 3.778 1.123
4 H 4.768 1.236 1.252
5 H 3.091 1.135 0.799
6 H 3.564 0.712 2.446
7 H 4.210 2.972 2.977
8 H 2.497 2.792 2.424
9 H 2.938 3.952 0.664
10 C 2.548 -1.654 -3.959
11 C 3.643 -0.633 -3.702
12 O 4.554 -1.152 -2.751
13 H 2.965 -2.453 -4.573
14 H 1.757 -1.250 -4.592
15 H 2.053 -2.066 -3.079
16 H 3.170 0.236 -3.243
17 H 4.144 -0.199 -4.568
18 H 5.440 -1.128 -3.121
19 C -3.902 4.508 -1.444
20 C -4.085 3.021 -1.520
21 O -3.087 2.378 -0.714
22 H -3.811 4.871 -0.420
23 H -4.759 5.042 -1.855
24 H -3.018 4.865 -1.973
25 H -3.917 2.716 -2.553
26 H -5.075 2.727 -1.172
27 H -3.073 1.435 -0.895
28 C -5.002 -0.643 -2.251
29 C -4.231 -1.277 -1.100
30 O -3.167 -0.463 -0.637
31 H -5.848 -1.279 -2.509
32 H -4.437 -0.576 -3.181
33 H -5.391 0.342 -1.990
34 H -3.787 -2.228 -1.397
35 H -4.967 -1.509 -0.330
36 H -2.754 -0.927 0.095
37 C 1.059 -6.813 -0.564
38 C 0.336 -5.594 0.117
39 O 0.007 -5.942 1.414
40 H 1.936 -7.067 0.030
41 H 1.238 -6.585 -1.615
42 H 0.381 -7.666 -0.569
43 H -0.628 -5.364 -0.337
44 H 0.980 -4.716 0.162
45 H -0.821 -6.428 1.397
46 C -0.729 5.187 2.465
47 C -1.333 4.026 1.680
48 O -1.195 4.207 0.273
49 H 0.359 5.218 2.395
50 H -0.986 5.015 3.511
51 H -1.187 6.121 2.141
52 H -2.390 3.913 1.920
53 H -0.814 3.112 1.970
54 H -1.842 3.620 -0.125
55 C -4.320 0.479 2.615
56 C -2.798 0.774 2.704
57 O -2.138 -0.351 3.225
58 H -4.531 -0.342 1.930
59 H -4.941 1.302 2.260
60 H -4.787 0.292 3.582
61 H -2.572 1.620 3.353
62 H -2.421 1.105 1.736
63 H -2.099 -1.058 2.578
64 C 4.281 -4.342 -0.994
65 C 4.270 -3.075 -0.187
66 O 3.235 -2.314 -0.693
67 H 3.349 -4.891 -0.860
68 H 5.180 -4.912 -0.759
69 H 4.283 -4.012 -2.033
70 H 5.180 -2.483 -0.288
71 H 4.176 -3.298 0.876
72 H 3.694 -1.861 -1.403
73 C 1.824 -2.825 3.594
74 C 3.299 -2.676 3.874
75 O 3.542 -2.171 5.164
76 H 1.233 -1.920 3.733
77 H 1.330 -3.547 4.243
78 H 1.631 -3.147 2.571
79 H 3.654 -2.076 3.037
80 H 3.774 -3.657 3.879
81 H 4.302 -2.662 5.484
82 C -3.724 -3.168 2.216
83 C -2.427 -3.387 1.394
84 O -1.913 -2.079 1.168
85 H -4.112 -4.162 2.438
86 H -4.509 -2.565 1.759
87 H -3.575 -2.651 3.164
88 H -2.675 -3.869 0.448
89 H -1.703 -4.033 1.892
90 H -1.133 -2.210 0.624
91 C 1.255 6.537 -0.575
92 C 1.707 5.267 -1.266
93 O 1.417 4.256 -0.283
94 H 1.541 7.381 -1.203
95 H 1.774 6.733 0.363
96 H 0.200 6.588 -0.308
97 H 2.771 5.269 -1.500
98 H 1.233 5.133 -2.238
99 H 0.491 4.295 -0.032
100 C 0.297 0.688 0.247
101 C 0.765 -0.605 0.962
102 O 0.570 -1.716 0.049
103 H 0.465 1.613 0.799
104 H -0.793 0.657 0.255
105 H 0.555 0.868 -0.797
106 H 0.263 -0.788 1.912
107 H 1.825 -0.601 1.215
108 H 1.417 -1.939 -0.344
109 C -1.470 1.606 -3.589
110 C -0.164 1.494 -4.315
111 O -0.171 0.462 -5.277
112 H -2.152 1.784 -4.421
113 H -1.550 2.506 -2.980
114 H -1.890 0.711 -3.131
115 H 0.605 1.236 -3.587
116 H 0.072 2.456 -4.770
117 H 0.643 0.560 -5.777

Values from the calculation:
M   598.9 g mol⁻¹
HOMO-LUMO gap   9.6 eV
HOMO level   -9.22 eV

z.
Molecular formula: C26H78O13
Method: DFT, ωB97M-V/def2-TZVPD

Geometry (Å):
1 C -3.603 -2.093 -1.095
2 C -3.393 -2.604 -2.510
3 O -2.059 -3.082 -2.622
4 H -2.884 -1.286 -0.952
5 H -3.423 -2.852 -0.334
6 H -4.621 -1.735 -0.944
7 H -3.534 -1.787 -3.217
8 H -4.134 -3.358 -2.775
9 H -1.869 -3.147 -3.561
10 C -3.319 -0.567 4.555
11 C -2.691 -0.422 3.145
12 O -2.852 -1.582 2.478
13 H -2.868 -1.388 5.112
14 H -4.362 -0.867 4.460
15 H -3.201 0.374 5.093
16 H -1.658 -0.074 3.139
17 H -3.317 0.313 2.637
18 H -3.781 -1.565 2.238
19 C -4.550 2.569 -0.849
20 C -5.012 1.082 -0.679
21 O -6.237 1.161 0.049
22 H -4.028 2.998 0.006
23 H -5.387 3.242 -1.035
24 H -3.880 2.569 -1.708
25 H -4.244 0.438 -0.251
26 H -5.153 0.693 -1.687
27 H -6.896 1.734 -0.351
28 C -0.979 0.762 -0.220
29 C -0.156 -0.540 -0.486
30 O 1.054 -0.481 0.251
31 H -1.088 1.030 0.831
32 H -1.977 0.781 -0.656
33 H -0.383 1.579 -0.627
34 H -0.045 -0.688 -1.560
35 H -0.666 -1.451 -0.174
36 H 1.492 -1.311 0.052
37 O 2.882 1.567 -1.286
38 H 3.591 1.851 -0.710
39 H 2.233 1.184 -0.696
40 O 2.055 -2.737 -0.777
41 H 2.693 -3.317 -1.193
42 H 1.212 -3.165 -0.921
43 O -0.519 -3.254 2.036
44 H -1.351 -2.836 2.256
45 H -0.528 -3.320 1.081
46 C -1.403 5.095 -3.755
47 C -0.884 3.893 -2.953
48 C 0.616 3.935 -2.689
49 O -1.524 3.856 -1.733
50 H -0.892 5.164 -4.715
51 H -1.204 6.065 -3.298
52 H -2.472 5.115 -3.970
53 H -1.130 2.975 -3.488
54 H 1.139 4.049 -3.639
55 H 0.997 2.990 -2.302
56 H 0.923 4.702 -1.979
57 H -1.153 4.593 -1.243
58 C -1.487 5.286 3.207
59 C -0.950 3.939 2.699
60 C -0.026 4.081 1.494
61 O -0.157 3.356 3.727
62 H -2.021 5.788 2.400
63 H -0.601 5.869 3.459
64 H -2.090 5.210 4.111
65 H -1.783 3.292 2.426
66 H 0.699 4.859 1.734
67 H -0.515 4.483 0.607
68 H 0.438 3.110 1.323
69 H 0.266 2.633 3.259
70 C 6.252 -1.543 1.767
71 C 6.369 -1.136 0.291
72 C 5.006 -1.162 -0.460
73 O 6.765 0.231 0.373
74 H 6.018 -2.605 1.699
75 H 5.425 -1.001 2.227
76 H 7.168 -1.283 2.298
77 H 7.152 -1.697 -0.219
78 H 4.803 -2.167 -0.830
79 H 5.107 -0.520 -1.335
80 H 4.183 -0.790 0.149
81 H 7.507 0.289 0.980
82 C 3.019 0.021 3.368
83 C 1.590 0.142 3.850
84 C 1.626 0.899 5.241
85 O 0.905 0.916 2.879
86 H 3.064 -0.258 2.315
87 H 3.590 -0.654 4.007
88 H 3.490 0.999 3.461
89 H 1.124 -0.836 3.961
90 H 1.865 0.235 6.072
91 H 0.638 1.322 5.424
92 H 2.406 1.659 5.206
93 H 0.871 0.431 2.051
94 C 0.680 -6.148 -0.079
95 C -0.465 -5.490 -0.889
96 C -1.787 -6.047 -0.503
97 O -0.349 -4.042 -0.698
98 H 0.499 -5.940 0.976
99 H 1.641 -5.778 -0.436
100 H 0.638 -7.220 -0.270
101 H -0.298 -5.723 -1.941
102 H -2.580 -5.888 -1.233
103 H -2.194 -5.659 0.430
104 H -1.746 -7.130 -0.380
105 H -0.994 -3.639 -1.283
106 C 2.315 -1.156 -3.642
107 C 1.993 0.024 -4.549
108 C 0.476 0.342 -4.401
109 O 2.721 1.174 -4.050
110 H 1.678 -1.991 -3.935
111 H 2.160 -1.007 -2.573
112 H 3.358 -1.460 -3.721
113 H 2.156 -0.197 -5.603
114 H 0.082 0.908 -5.246
115 H 0.317 1.063 -3.599
116 H -0.261 -0.453 -4.287
117 H 2.672 1.205 -3.092

Values from the calculation:
M   598.9 g mol⁻¹
HOMO-LUMO gap   9.6 eV
HOMO level   -9.46 eV

Which of them is most stable, and which least? Most stable: z; least stable: w.